Entry 1:
17
Properties=species:S:1:pos:R:3 method="wB97M-V/def2-TZVPD" total_charge=0 lumo_ha=-0.0070 de_lowest_kcal_mol=0.00 e_homo_ev=-9.4
N -4.374 2.532 0.174
C -1.338 0.989 0.085
N 1.260 -1.054 1.409
N 1.154 -0.452 -0.856
H -0.048 1.115 -1.448
C -3.405 2.032 0.565
C 0.671 -0.477 0.399
H 2.506 -1.342 -2.134
N -2.379 1.290 0.794
N 2.705 -2.067 -0.104
H -1.036 -0.009 1.681
N -0.964 1.413 -1.174
N -0.518 0.067 0.725
H -1.481 1.603 -2.069
C 2.275 -1.869 1.144
H 2.778 -2.493 1.850
C 2.194 -1.278 -1.041

Entry 2:
12
Properties=species:S:1:pos:R:3 method="wB97M-V/def2-TZVPD" total_charge=0 lumo_ha=-0.0083 de_lowest_kcal_mol=110.60 e_homo_ev=-8.8
C 0.771 -0.136 -0.959
C -0.623 -0.411 -0.292
H -1.411 -0.674 -0.984
O 0.982 -0.913 2.290
C -0.551 1.110 0.079
H 1.675 -0.641 -0.604
C 0.802 1.310 -0.543
C 0.106 -1.222 1.588
H -1.268 1.777 -0.419
N -0.788 -1.465 0.782
H -0.534 1.457 1.117
H 0.839 -0.192 -2.055

Entry 3:
12
Properties=species:S:1:pos:R:3 method="wB97M-V/def2-TZVPD" total_charge=0 lumo_ha=-0.0019 de_lowest_kcal_mol=73.56 e_homo_ev=-10.0
O 0.314 0.008 1.909
C 3.036 -0.113 -0.312
H -2.283 -0.564 -1.314
H 3.988 -0.138 -0.798
H -2.093 -1.180 0.401
H -1.599 0.942 1.093
H -0.020 0.472 -1.306
C 0.585 -0.011 0.724
C 1.954 -0.097 0.221
C -0.445 0.190 -0.347
C -1.804 -0.441 -0.343
N -1.634 0.933 0.071

Entry 4:
12
Properties=species:S:1:pos:R:3 method="wB97M-V/def2-TZVPD" total_charge=0 lumo_ha=-0.0220 de_lowest_kcal_mol=121.36 e_homo_ev=-8.9
H 0.782 -1.701 -0.329
C 1.161 -0.654 -0.182
C -1.726 -0.956 0.047
C -1.009 0.257 -0.033
C 2.455 -0.549 0.021
H -0.960 2.757 -0.344
O 0.318 0.345 0.114
H 3.016 -1.370 -0.156
C -1.522 1.657 -0.140
N -2.534 -1.859 -0.005
H 2.706 0.462 0.541
H -2.688 1.611 0.466

Entry 5:
12
Properties=species:S:1:pos:R:3 method="wB97M-V/def2-TZVPD" total_charge=0 lumo_ha=0.0088 de_lowest_kcal_mol=47.41 e_homo_ev=-9.6
C -1.134 -0.452 -0.005
H -1.167 -2.569 -0.066
N -0.592 -1.701 0.061
O -2.293 -0.137 -0.144
H 0.115 2.769 0.151
C -0.114 0.630 -0.030
H 0.420 -1.722 0.392
C 1.284 0.250 -0.045
C -0.562 1.914 0.051
H -1.653 2.071 -0.037
C 2.357 -0.291 -0.084
H 3.338 -0.762 -0.244

Entry 6:
12
Properties=species:S:1:pos:R:3 method="wB97M-V/def2-TZVPD" total_charge=0 lumo_ha=-0.0408 de_lowest_kcal_mol=92.57 e_homo_ev=-9.6
C 0.214 1.300 -0.143
N 1.612 1.295 0.110
H -2.318 -1.490 0.495
H -2.042 -0.045 -0.876
O -0.591 2.273 -0.119
C -1.608 -0.375 0.094
H 2.904 -0.331 0.255
H -1.910 0.445 0.960
C -0.252 -0.221 -0.046
C 1.998 0.132 0.086
H 1.073 -2.069 -0.653
C 0.919 -0.915 -0.163

Entry 7:
12
Properties=species:S:1:pos:R:3 method="wB97M-V/def2-TZVPD" total_charge=0 lumo_ha="-0.0194 / -0.0249" de_lowest_kcal_mol=146.45 e_homo_ev="-8.3 / -9.3"
H 3.000 -1.575 -0.615
C 0.491 0.774 0.913
H -0.890 -1.311 -0.028
H -0.466 1.667 -0.797
H -0.631 -0.644 -1.704
C 2.175 -0.984 -0.278
O 0.790 1.180 1.985
C -0.737 0.895 -0.063
H -2.241 0.193 0.949
C 1.182 -0.336 0.045
N -2.076 0.854 0.185
C -0.507 -0.489 -0.633

Entry 8:
12
Properties=species:S:1:pos:R:3 method="wB97M-V/def2-TZVPD" total_charge=0 lumo_ha=0.0224 de_lowest_kcal_mol=68.08 e_homo_ev=-10.5
C 0.422 1.517 0.234
H 1.886 0.182 0.695
H 0.551 -1.737 0.743
H -2.529 1.161 0.982
C -1.871 0.380 0.687
H -0.438 -1.367 -1.835
C -1.167 -0.549 0.377
C 0.156 -1.048 -0.009
C 1.077 0.243 -0.038
N 0.185 2.633 0.410
H 1.533 0.348 -1.025
O 0.193 -1.763 -1.221